This record from OMol25 describes the molecule C6H13NO2 in a non-equilibrium geometry. The level of theory is ωB97M-V/def2-TZVPD.

ORCA input file:
```
! wB97M-V def2-TZVPD RIJCOSX def2/J DEFGRID3
* xyz 0 1
C 0.82 1.10 -1.64
C -0.62 0.66 -1.39
C -0.94 0.27 0.06
C -0.62 1.46 1.06
C -0.31 -1.09 0.49
N -0.44 -1.43 1.99
C 1.18 -1.15 0.19
O 1.88 -0.39 0.79
O 1.59 -2.13 -0.60
H 1.04 1.92 -0.94
H 1.45 0.25 -1.48
H 0.99 1.40 -2.59
H -1.43 1.36 -1.56
H -0.79 -0.15 -2.05
H -2.06 0.15 0.25
H -1.49 2.18 1.01
H 0.39 1.86 0.82
H -0.60 1.24 2.19
H -0.93 -1.83 -0.15
H -0.07 -2.40 1.94
H 0.24 -0.77 2.50
H 0.74 -2.52 -0.89
*
```

**Highest occupied orbital energy**: -0.359 Eh
**Maximum force**: 3.15 eV/A
**Electronic energy**: -441.61813 a.u.
**Kohn-Sham gap**: 0.37790 Ha
**SMILES string**: CC[C@H](C)[C@H](N)C(=O)O
**Lowest unoccupied orbital energy**: 0.019 Eh

Results of the natural (NBO) charge analysis, in e, for atoms 1 through 5: C -0.60; C -0.41; C -0.21; C -0.63; C -0.17